[1]
This record from OMol25 describes a 2-piece molecular cluster, C2H7N2O2 overall in a non-equilibrium geometry. The level of theory is the ωB97M-V functional and the def2-TZVPD basis.

Geometry (Å):
N  -1.321  -0.014  -0.390
C  -0.451  1.157  -1.132
N  0.907  1.561  -0.849
H  -0.968  0.322  0.507
H  -0.740  -0.989  -0.353
H  -1.164  1.983  -1.034
H  -0.503  0.841  -2.218
H  1.374  1.049  -0.067
H  0.898  2.408  -0.339
O  1.528  -1.369  1.560
C  0.515  -2.079  1.435
O  -0.462  -2.208  0.589
H  0.385  -2.662  2.291

Output
LUMO energy: 0.1572 hartree
2S+1: 1
ΔE to the lowest compared entry with this formula, charge and spin: 49.4 kcal/mol
E_HOMO: -0.1521 Eh
Total charge: -1

Here are the natural (NBO) charges for atoms 1 to 4, given in e: -0.881, -0.084, -0.866, 0.317

=====

[2]
This record from OMol25 describes C49H43FN5SiTcTe as an isolated structure in a non-equilibrium geometry. The level of theory is the ωB97M-V functional and the def2-TZVPD basis.

Geometry (Å):
Tc  -1.181  -0.937  1.536
C  -2.222  1.720  -1.806
Si  -3.239  1.199  -0.261
C  -2.819  2.561  0.942
C  -5.065  1.201  -0.623
N  -2.734  -0.409  0.321
C  -3.518  -1.502  -0.118
C  -3.961  -1.551  -1.438
C  -4.760  -2.565  -1.916
C  -5.076  -3.646  -1.057
C  -4.697  -3.543  0.302
C  -3.979  -2.484  0.783
F  -3.934  -2.383  2.142
H  -1.211  2.050  -1.555
H  -2.657  2.558  -2.341
H  -2.213  0.805  -2.428
H  -3.198  2.338  1.945
H  -3.280  3.490  0.612
H  -1.771  2.797  1.031
H  -5.396  0.836  -1.601
H  -5.431  2.251  -0.471
H  -5.545  0.543  0.111
H  -3.736  -0.637  -2.077
H  -5.120  -2.559  -2.917
H  -5.661  -4.482  -1.437
H  -5.151  -4.308  1.004
N  -2.314  -0.108  3.124
C  -1.771  -0.319  4.442
C  -2.614  -0.716  5.495
C  -2.146  -0.760  6.799
C  -0.789  -0.476  7.015
C  0.058  -0.259  5.959
C  -0.445  -0.073  4.650
C  0.471  0.422  3.615
C  1.591  1.163  3.976
C  2.448  1.738  3.003
C  2.093  1.774  1.700
C  0.948  1.036  1.303
C  0.113  0.384  2.220
H  -3.229  -0.504  3.145
H  -2.396  0.907  2.877
H  -3.676  -0.806  5.308
H  -2.813  -0.896  7.656
H  -0.389  -0.392  8.010
H  1.104  -0.179  6.124
H  1.880  1.222  5.024
H  3.375  2.220  3.395
H  2.636  2.264  0.887
H  0.750  0.985  0.234
N  7.477  -5.713  -0.441
C  6.397  -5.598  0.016
C  5.135  -5.211  0.480
C  4.018  -5.410  -0.417
C  2.803  -4.817  -0.114
C  2.758  -3.888  0.916
C  3.824  -3.727  1.832
C  5.065  -4.276  1.540
C  1.585  -3.046  1.070
C  1.077  -2.385  -0.072
C  1.591  -2.418  -1.374
C  0.653  -1.746  -2.234
C  -0.330  -1.321  -1.418
N  -0.050  -1.548  -0.056
C  0.847  -3.097  2.254
C  1.013  -3.969  3.369
C  -0.251  -3.999  4.006
C  -1.165  -3.273  3.237
N  -0.493  -2.609  2.239
H  4.096  -6.124  -1.244
H  1.963  -4.903  -0.761
H  3.666  -3.109  2.713
H  5.899  -4.068  2.181
H  2.497  -2.913  -1.670
H  0.703  -1.669  -3.333
H  -1.241  -0.763  -1.599
H  1.845  -4.589  3.598
H  -0.567  -4.556  4.893
H  -2.212  -3.167  3.447
Te  1.577  2.314  -3.782
C  0.776  3.372  -5.499
C  0.572  2.559  -6.606
C  -0.234  3.032  -7.649
C  -0.621  4.402  -7.693
C  -0.294  5.234  -6.622
C  0.340  4.708  -5.470
C  2.932  3.943  -3.243
C  3.810  4.554  -4.138
C  4.700  5.495  -3.622
C  4.675  5.861  -2.273
C  3.693  5.344  -1.459
C  2.864  4.311  -1.915
H  0.885  1.524  -6.538
H  -0.614  2.413  -8.476
H  -1.199  4.813  -8.503
H  -0.629  6.264  -6.578
H  0.398  5.337  -4.555
H  3.745  4.425  -5.195
H  5.479  5.840  -4.289
H  5.460  6.550  -1.961
H  3.617  5.713  -0.420
H  2.132  3.934  -1.216

Output
⟨S²⟩: 3.786
LUMO energy (spin up / spin down): -0.1589 / -0.1602 hartree
2S+1: 4
ΔE to the lowest compared entry with this formula, charge and spin: 0.0 kcal/mol
E_HOMO (spin up / spin down): -0.3500 / -0.3500 Eh
Total charge: +1

Here are the Mulliken charges for atoms 1 to 4, given in e: -1.042, -0.971, 0.133, -1.473

=====

[3]
This record from OMol25 describes one molecule with the formula C3H9N3 in a non-equilibrium geometry. The level of theory is the ωB97M-V functional and the def2-TZVPD basis.

Geometry (Å):
C  2.163  0.065  0.009
C  0.762  0.680  0.314
C  -0.331  -0.555  0.261
N  -1.617  0.027  0.662
N  -2.177  0.826  -0.385
N  -2.727  -0.482  0.023
H  2.152  -0.504  -0.907
H  2.386  -0.593  0.864
H  2.936  0.788  0.091
H  0.564  1.079  1.241
H  0.391  1.284  -0.491
H  -0.092  -1.263  1.053
H  0.019  -0.942  -0.723
H  -1.812  0.755  -1.365
H  -2.617  -1.163  -0.646

Output
LUMO energy: 0.0362 hartree
2S+1: 1
SMILES: CCCn1[nH][nH]1
ΔE to the lowest compared entry with this formula, charge and spin: 120.8 kcal/mol
E_HOMO: -0.3423 Eh

Here are the natural (NBO) charges for atoms 1 to 4, given in e: -0.619, -0.376, -0.280, -0.103